{"formula": "C18H16ClN3O5", "method": "wB97M-V/def2-TZVPD", "species": ["C", "C", "H", "H", "O", "C", "O", "C", "C", "H", "H", "H", "H", "O", "N", "C", "C", "C", "C", "C", "C", "N", "C", "C", "C", "C", "C", "C", "C", "H", "H", "Cl", "H", "H", "H", "H", "N", "O", "O", "H", "H", "H", "H"], "positions_angstrom": [[1.12226, 1.57624, 4.45520], [0.66888, 1.80434, 3.02693], [0.04207, 2.69809, 2.93926], [1.52022, 1.91700, 2.34713], [-0.09883, 0.66564, 2.61029], [-0.61163, 0.71150, 1.38857], [-0.46041, 1.61527, 0.61149], [-1.43908, -0.54711, 1.12190], [-2.86544, -0.32838, 1.61637], [-3.29150, 0.54608, 1.13103], [-2.86186, -0.18424, 2.69253], [-3.46789, -1.19813, 1.36946], [-0.97204, -1.38531, 1.65625], [-1.54277, -0.83890, -0.27159], [-0.34027, -0.85591, -0.93905], [0.64428, -1.79411, -0.76568], [0.72180, -2.95531, -0.02604], [1.91861, -3.65670, -0.11337], [2.98956, -3.22833, -0.91121], [2.90061, -2.07555, -1.65471], [1.71585, -1.34277, -1.58367], [1.35880, -0.18827, -2.20323], [0.13887, 0.09296, -1.81127], [-0.59827, 1.25140, -2.26938], [-1.98858, 1.33518, -2.20413], [-2.63879, 2.46845, -2.65123], [-1.90216, 3.52271, -3.16940], [-0.51886, 3.44927, -3.25633], [0.12651, 2.31582, -2.80995], [1.19977, 2.23205, -2.86447], [0.04003, 4.27523, -3.66736], [-2.71702, 4.94003, -3.72069], [-3.71436, 2.53708, -2.60127], [-2.56591, 0.51257, -1.81376], [3.71185, -1.73735, -2.27711], [3.88318, -3.83291, -0.92482], [2.05706, -4.86462, 0.64685], [3.08368, -5.50093, 0.52707], [1.13643, -5.18081, 1.37580], [-0.08660, -3.33524, 0.57897], [0.26222, 1.46105, 5.10903], [1.71067, 2.42569, 4.78851], [1.72909, 0.67724, 4.51710]], "forces_ev_per_angstrom": [[-0.22, -0.12, -0.39], [0.26, 0.47, 0.09], [0.11, -0.12, -0.03], [-0.16, 0.00, 0.06], [-0.06, -0.31, 0.34], [0.02, -0.11, -0.36], [-0.07, -0.02, 0.12], [0.20, 0.19, 0.53], [0.28, -0.13, -0.29], [-0.04, 0.09, -0.02], [0.00, 0.00, 0.08], [-0.07, -0.07, 0.04], [-0.05, 0.14, -0.16], [-0.03, -0.02, -0.43], [0.09, 0.06, 0.17], [0.75, -0.34, -0.16], [0.03, -0.28, 0.14], [-0.21, 1.20, -0.70], [0.06, -0.28, 0.15], [-0.27, 0.06, 0.08], [-0.56, -0.42, 0.64], [-0.11, 0.49, -0.37], [0.21, -0.17, 0.06], [-0.39, 0.53, -0.25], [0.20, -0.04, -0.07], [-0.02, 0.14, -0.07], [0.16, -0.27, 0.11], [-0.15, 0.09, -0.03], [-0.13, -0.27, 0.15], [0.11, 0.02, -0.02], [0.03, 0.07, -0.04], [-0.11, 0.20, -0.07], [-0.08, 0.03, -0.02], [-0.03, 0.00, 0.02], [0.12, 0.03, -0.07], [0.02, 0.00, -0.01], [0.04, -0.54, 0.38], [0.17, -0.15, 0.00], [-0.16, -0.14, 0.16], [-0.02, 0.00, 0.03], [-0.05, 0.01, 0.11], [0.06, 0.08, 0.05], [0.09, -0.06, 0.06]], "homo_energy_ha": -0.3149, "e_lumo_ev": -0.6, "energy_ev": -46152.6497, "smiles": "CCOC(=O)[C@@H](C)On1c(-c2ccc(Cl)cc2)nc2ccc([N+](=O)[O-])cc21", "gap_ev": 7.9537}

***

{"formula": "C18H16F3N2O8PS", "method": "wB97M-V/def2-TZVPD", "species": ["N", "P", "O", "O", "N", "C", "C", "C", "C", "C", "C", "S", "C", "C", "C", "C", "C", "F", "C", "H", "H", "H", "H", "H", "H", "H", "H", "H", "H", "C", "C", "O", "C", "O", "O", "F", "H", "H", "H", "C", "C", "O", "C", "O", "O", "F", "H", "H", "H"], "positions_angstrom": [[-1.68064, -0.65654, 1.09171], [-0.29934, -0.83799, 0.40622], [-0.51844, -1.25269, -1.13384], [0.56361, -2.03534, 0.99266], [0.74524, 0.52302, 0.54196], [0.36251, 1.62267, -0.30199], [-0.47277, 2.59556, 0.22781], [-0.88908, 3.67565, -0.52870], [-0.47724, 3.80170, -1.84872], [0.38399, 2.84935, -2.37367], [0.80570, 1.77615, -1.61334], [1.94545, 0.57976, -2.27875], [2.83610, 0.18311, -0.78927], [4.19067, -0.12475, -0.84581], [4.85766, -0.41793, 0.33298], [4.19212, -0.40627, 1.54314], [2.85445, -0.08535, 1.58862], [2.20079, -0.05477, 2.75161], [2.15667, 0.20370, 0.41882], [-1.76522, 0.26101, 1.51379], [0.21108, -1.83168, -1.40629], [0.17489, -2.27888, 1.84593], [-0.80211, 2.51339, 1.25657], [-1.53712, 4.42711, -0.09631], [-0.78596, 4.61886, -2.48444], [0.71813, 2.95161, -3.39963], [4.69958, -0.12578, -1.79941], [5.91377, -0.64354, 0.26880], [4.70080, -0.62885, 2.47309], [-3.62575, 1.76679, -3.86542], [-2.99516, 0.60905, -4.60337], [-2.20008, 1.26736, -5.57690], [-1.85706, 2.48319, -5.06903], [-0.99716, 3.17747, -5.49694], [-2.62318, 2.78112, -3.99275], [-3.91814, -0.16152, -5.22825], [-4.54410, 2.09879, -4.35171], [-3.82547, 1.55203, -2.81869], [-2.35738, -0.02712, -3.98702], [-0.72528, -4.04617, 5.77690], [-1.02580, -2.80563, 4.96677], [-0.23710, -3.00894, 3.80562], [-0.09672, -4.35997, 3.63276], [0.28186, -4.86784, 2.63492], [-0.46424, -5.01618, 4.75669], [-0.61686, -1.67866, 5.59418], [0.16682, -3.91227, 6.39005], [-1.55400, -4.36160, 6.40486], [-2.07046, -2.69221, 4.67380]], "forces_ev_per_angstrom": [[0.57, 0.36, -0.27], [-1.57, 0.49, 0.71], [0.82, -0.21, 0.55], [0.19, 0.14, -0.35], [0.66, -0.96, -1.35], [-0.39, 0.57, 0.25], [-0.11, 0.05, 0.27], [-0.15, 0.27, -0.32], [0.22, -0.33, 0.12], [-0.03, 0.25, -0.45], [0.41, -0.69, 0.32], [0.04, 0.12, 0.07], [-0.32, 0.24, -0.33], [-0.20, 0.03, 0.18], [0.12, -0.04, -0.60], [0.15, -0.05, 0.71], [0.07, 0.09, -0.73], [0.05, -0.07, 0.13], [-0.47, 0.12, 0.75], [-0.16, -0.14, 0.14], [-0.13, 0.11, -0.31], [0.08, -0.19, 0.15], [0.09, -0.11, 0.00], [-0.01, -0.05, 0.06], [-0.10, 0.06, 0.10], [0.08, -0.03, 0.04], [0.05, 0.04, 0.01], [-0.01, -0.06, 0.22], [0.02, 0.00, -0.05], [-0.10, 0.08, 0.30], [-0.10, 0.00, -0.20], [0.14, -0.05, 0.29], [0.03, 0.11, -0.02], [-0.04, 0.02, -0.03], [-0.09, -0.14, -0.13], [0.05, 0.04, -0.04], [0.01, -0.11, -0.10], [0.17, 0.11, 0.03], [-0.06, -0.09, -0.03], [-0.08, -0.17, 0.15], [0.15, 0.22, 0.03], [-0.21, -0.16, -0.09], [0.09, -0.18, 0.01], [0.06, 0.07, 0.02], [-0.02, 0.17, 0.01], [0.03, -0.04, -0.06], [0.01, 0.13, -0.04], [-0.02, -0.14, -0.13], [0.01, 0.12, 0.02]], "homo_energy_ha": -0.3083, "e_lumo_ev": 0.6, "energy_ev": -66564.7714, "smiles": "N=P(O)(O)N1c2ccccc2Sc2cccc(F)c21.O=C1OC[C@@H](F)O1.O=C1OC[C@@H](F)O1", "gap_ev": 8.9501}

***

{"formula": "C18H16LiNO2", "method": "wB97M-V/def2-TZVPD", "species": ["C", "C", "C", "C", "C", "C", "C", "N", "O", "O", "C", "C", "H", "H", "H", "H", "H", "H", "H", "H", "H", "C", "Li", "C", "C", "C", "C", "C", "C", "C", "C", "H", "H", "H", "H", "H", "H", "H"], "positions_angstrom": [[3.27170, -2.02483, 3.25631], [2.45155, -0.86899, 2.75242], [1.10235, -0.71413, 3.10423], [0.40579, 0.45797, 2.78887], [1.04884, 1.52656, 2.13333], [0.42656, 2.91248, 2.01323], [0.19020, 3.54381, 0.69303], [-0.81394, 4.44701, 0.73250], [-0.89699, 5.48157, 0.04684], [-1.74242, 4.19955, 1.61777], [2.33880, 1.30894, 1.64592], [3.04529, 0.15074, 1.99857], [4.10228, -2.25784, 2.58088], [3.72232, -1.81551, 4.23672], [2.67125, -2.93225, 3.37750], [0.60916, -1.48832, 3.69471], [-0.64843, 0.55862, 3.05478], [-0.59630, 2.75014, 2.43715], [0.99184, 3.58101, -0.04959], [2.82019, 2.06630, 1.01348], [4.10795, 0.08104, 1.75000], [1.79741, 6.15285, 2.70435], [-2.59893, 3.77192, 3.22528], [1.88848, 5.05790, 1.91362], [1.25487, 3.86311, 2.70916], [0.44113, 4.57529, 3.79323], [0.79977, 5.92890, 3.76981], [0.17601, 6.75932, 4.69976], [-0.86993, 6.25409, 5.50420], [-1.24873, 4.89420, 5.46710], [-0.56587, 4.03850, 4.60124], [2.31339, 7.10548, 2.60787], [2.48620, 4.95298, 0.99294], [2.18388, 3.45026, 3.15137], [0.52264, 7.79586, 4.79100], [-1.38112, 6.93952, 6.19761], [-2.00632, 4.49559, 6.14375], [-0.69672, 2.95873, 4.65677]], "forces_ev_per_angstrom": [[0.17, -0.30, 0.07], [-0.23, 0.60, 0.10], [0.17, 0.25, -0.10], [0.43, 0.29, -0.16], [0.04, -0.60, -0.91], [-1.66, -3.66, -1.16], [-1.19, 0.25, -1.09], [0.84, -1.34, 0.37], [-0.01, -0.14, -0.59], [-0.81, 0.79, 0.11], [0.33, -0.49, 0.33], [-0.10, 0.22, -0.04], [-0.16, 0.04, 0.02], [-0.15, 0.08, -0.15], [0.02, 0.12, -0.07], [0.06, 0.12, -0.23], [0.28, 0.04, 0.12], [1.19, 0.48, -0.10], [-0.64, 0.52, 0.18], [-0.11, -0.21, 0.44], [-0.32, -0.12, -0.14], [-0.40, -0.07, -0.37], [0.08, 0.23, -0.61], [0.24, 0.08, 1.48], [1.38, 2.82, 2.02], [0.60, -0.10, -0.63], [-0.34, -0.57, 0.83], [-0.21, 0.16, 0.14], [0.24, 0.16, 0.04], [0.47, 0.59, -0.08], [1.12, 0.46, 0.29], [-0.20, -0.15, -0.34], [-0.30, 0.05, 0.80], [-0.51, -0.25, 0.20], [-0.44, -0.28, 0.02], [0.28, -0.40, -0.36], [0.13, 0.21, -0.27], [-0.29, 0.10, -0.16]], "homo_energy_ha": [-0.0086, -0.1532], "total_charge": -1, "e_lumo_ev": [2.7, 2.7], "energy_ev": -24711.8655, "s2": 0.750, "multiplicity": 2, "gap_ev": [2.9643, 6.9031]}

***

{"formula": "C18H16N4O2S", "method": "wB97M-V/def2-TZVPD", "species": ["C", "H", "H", "H", "C", "N", "C", "N", "C", "C", "C", "C", "C", "C", "H", "H", "C", "O", "O", "H", "H", "C", "H", "H", "S", "C", "N", "C", "C", "C", "C", "C", "C", "N", "H", "H", "H", "H", "H", "H", "H"], "positions_angstrom": [[0.19873, -4.32822, -1.01748], [0.85061, -5.18571, -0.87562], [-0.83239, -4.67250, -1.04905], [0.43406, -3.86540, -1.97314], [0.39101, -3.33364, 0.12558], [-0.47017, -2.18936, -0.02136], [-0.18019, -0.98918, -0.62671], [-1.17986, -0.15708, -0.62353], [-2.21133, -0.81102, -0.00405], [-3.50687, -0.40010, 0.26489], [-4.34577, -1.29541, 0.91668], [-3.90200, -2.57480, 1.29367], [-2.61801, -2.99623, 1.03265], [-1.77552, -2.10547, 0.38074], [-2.28584, -3.98117, 1.32477], [-4.59268, -3.23225, 1.79697], [-5.72654, -0.86381, 1.20524], [-6.19030, 0.21146, 0.91404], [-6.46271, -1.79403, 1.84382], [-7.35287, -1.44256, 1.99948], [-3.86294, 0.57725, -0.01649], [1.14307, -0.67754, -1.20436], [1.51002, -1.47508, -1.84958], [1.10665, 0.27555, -1.73177], [2.40332, -0.44280, 0.11690], [2.72816, 1.25030, -0.10263], [2.29859, 1.97358, -1.09205], [2.81092, 3.22866, -0.86846], [2.67110, 4.39696, -1.60631], [3.31548, 5.52474, -1.14055], [4.08107, 5.50620, 0.02574], [4.23151, 4.35493, 0.77525], [3.58727, 3.22127, 0.31433], [3.51275, 1.92966, 0.78444], [3.94023, 1.55246, 1.61287], [4.82297, 4.34051, 1.67832], [4.56725, 6.41401, 0.35017], [3.22769, 6.44978, -1.69067], [2.07807, 4.40854, -2.50608], [1.42770, -2.98945, 0.16276], [0.15775, -3.81306, 1.08056]], "forces_ev_per_angstrom": [[0.08, 0.11, 0.21], [0.05, -0.13, -0.03], [-0.07, -0.04, -0.02], [0.02, 0.03, -0.09], [0.09, -0.42, -0.21], [-0.08, 0.29, 0.04], [-0.31, 0.18, 0.04], [0.31, 0.48, -0.37], [0.12, -0.82, 0.29], [-0.08, -0.17, 0.10], [0.23, -0.08, -0.04], [-0.07, 0.07, 0.00], [0.15, -0.16, 0.02], [-0.53, 0.52, -0.01], [0.00, -0.11, 0.04], [-0.02, -0.06, 0.03], [-0.43, 0.48, -0.05], [0.08, -0.02, -0.02], [-0.07, -0.44, 0.21], [0.23, 0.17, -0.15], [-0.04, 0.11, -0.03], [0.47, 0.00, 0.28], [-0.01, 0.09, -0.06], [-0.07, -0.14, -0.08], [-0.09, -0.42, 0.00], [-0.16, 0.07, -0.31], [-0.16, -0.39, -0.05], [0.46, 0.27, 0.59], [0.05, -0.09, 0.11], [-0.04, 0.14, -0.13], [0.07, 0.04, 0.09], [0.06, -0.04, 0.11], [-0.20, 0.46, -0.55], [-0.04, -0.22, 0.05], [-0.06, 0.03, -0.05], [0.07, 0.04, 0.08], [0.04, 0.07, 0.03], [-0.01, 0.08, -0.04], [-0.07, 0.00, -0.11], [-0.11, -0.07, 0.09], [0.12, 0.11, -0.03]], "homo_energy_ha": -0.2999, "e_above_lowest_ev": 0.070, "e_lumo_ev": 0.4, "energy_ev": -39818.2880, "smiles": "CCn1c(CSc2nc3ccccc3[nH]2)nc2cc(C(=O)O)ccc21", "gap_ev": 8.5243}

***

- Which formula does entry 1 have?
  C18H16ClN3O5

***

- What is the formula in the fourth record?
  C18H16N4O2S